# 1
9
Properties=species:S:1:pos:R:3:mulliken_charge:R:1 method="wB97M-V/def2-TZVPD" charge=0 homo_lumo_gap_ev=10.80 largest_force_ev_per_a=5.9 e_above_lowest_kj_mol=175.77 total_energy_ev=-4216.64556 homo_ev=-9.853
C 0.222 0.277 0.972 -0.891
C 0.100 -0.212 -0.382 -0.176
O -1.221 -0.659 -0.805 -0.492
H -0.662 0.923 0.941 0.266
H 0.154 -0.504 1.740 0.283
H 1.201 0.779 1.103 0.279
H 0.971 -0.956 -0.620 0.239
H 0.455 1.008 -1.196 0.169
H -1.220 -0.656 -1.753 0.323

# 2
6
Properties=species:S:1:pos:R:3:mulliken_charge:R:1 method="wB97M-V/def2-TZVPD" charge=0 homo_lumo_gap_ev=11.57 largest_force_ev_per_a=0.9 e_above_lowest_kj_mol=9.22 total_energy_ev=-4159.84334 homo_ev=-10.923
O -0.415 -0.224 1.159 -0.716
H -0.710 0.588 1.579 0.342
H 0.531 -0.367 1.271 0.343
O 0.038 0.249 -1.606 -0.665
H 0.801 -0.321 -1.729 0.291
H -0.245 0.076 -0.674 0.406

# 3
25
Properties=species:S:1:pos:R:3:mulliken_charge:R:1 method="wB97M-V/def2-TZVPD" charge=0 homo_lumo_gap_ev=10.25 largest_force_ev_per_a=1.3 total_energy_ev=-31321.13475 homo_ev=-10.017
C 2.644 0.234 0.119 -1.290
C 1.898 -1.057 -0.155 0.322
F 1.647 -1.719 1.041 -0.364
C 0.579 -0.920 -0.897 -1.369
C -0.500 -0.024 -0.235 1.134
B -1.829 -0.942 -0.173 0.285
N -2.111 -1.734 1.013 -0.625
O -2.620 -1.024 -1.302 -0.606
C -0.759 1.271 -0.995 -0.629
O -1.342 2.131 0.009 -0.360
S -0.399 1.977 1.282 1.145
O -1.133 2.232 2.467 -0.606
O 0.825 2.663 1.037 -0.570
O -0.211 0.402 1.128 -0.295
H 2.492 0.972 -0.663 0.275
H 3.713 0.029 0.168 0.368
H 2.361 0.645 1.082 0.317
H 2.532 -1.714 -0.751 0.400
H 0.188 -1.935 -1.008 0.426
H 0.753 -0.541 -1.904 0.401
H -1.250 -2.040 1.455 0.311
H -2.649 -1.225 1.704 0.293
H -3.463 -0.574 -1.198 0.324
H 0.126 1.735 -1.436 0.334
H -1.492 1.158 -1.787 0.381

# 4
91
Properties=species:S:1:pos:R:3:mulliken_charge:R:1 method="wB97M-V/def2-TZVPD" charge=0 homo_lumo_gap_ev=6.46 largest_force_ev_per_a=0.7 total_energy_ev=-80443.07092 homo_ev=-8.422
C 1.603 3.068 0.529 -1.119
N 1.341 1.916 -0.349 -0.303
C 1.322 0.657 0.397 -0.975
C 0.271 -0.310 -0.117 0.162
C 0.633 -1.534 -0.702 0.040
S 2.360 -2.013 -0.807 1.442
C 2.386 -3.751 -1.150 -0.596
O 3.026 -1.852 0.461 -0.710
O 2.895 -1.320 -1.953 -0.704
C -0.304 -2.401 -1.250 -0.157
C -1.649 -2.100 -1.194 -1.345
C -2.033 -0.936 -0.564 1.128
C -1.098 -0.037 -0.038 0.299
C -1.697 1.165 0.643 -0.369
O -1.223 2.274 0.662 -0.544
C -3.012 0.920 1.312 -0.651
C -3.899 0.061 0.807 0.763
C -5.233 -0.214 1.429 -1.249
C -5.212 -1.568 2.158 -0.469
C -4.513 -1.482 3.515 -0.336
N -3.854 -2.750 3.842 -0.675
C -3.497 -0.668 -0.429 0.012
O -4.288 -1.026 -1.278 -0.598
H 0.839 3.106 1.302 0.364
H 2.595 3.008 0.990 0.397
H 1.529 3.990 -0.046 0.308
H 2.126 1.883 -0.988 0.312
H 2.299 0.193 0.330 0.782
H 1.160 0.817 1.466 0.327
H 1.574 -4.245 -0.617 -0.171
H 2.318 -3.928 -2.219 0.356
H 3.316 -4.138 -0.742 0.470
H -0.023 -3.326 -1.730 0.505
H -2.381 -2.774 -1.614 0.520
H -3.207 1.492 2.211 0.474
H -5.465 0.595 2.125 0.443
H -6.009 -0.200 0.664 0.200
H -4.651 -2.281 1.549 0.288
H -6.219 -1.970 2.259 0.349
H -3.780 -0.666 3.462 0.161
H -5.219 -1.236 4.307 0.416
H -3.521 -2.731 4.798 0.255
H -3.023 -2.866 3.271 0.192
O 4.658 3.777 1.251 -0.583
C 5.623 3.702 0.518 0.491
C 5.590 4.259 -0.855 -0.418
C 6.644 4.183 -1.663 -0.345
C 7.899 3.528 -1.213 0.421
O 8.865 3.450 -1.942 -0.563
C 7.936 2.972 0.164 -0.420
C 6.880 3.053 0.968 -0.427
H 4.664 4.731 -1.157 0.507
H 6.643 4.580 -2.667 0.429
H 8.863 2.502 0.466 0.426
H 6.879 2.655 1.975 0.448
O -0.192 -5.090 0.452 -0.485
C -0.113 -6.303 0.438 0.410
C -0.196 -7.090 1.692 -0.389
C -0.107 -8.417 1.679 -0.378
C 0.078 -9.165 0.409 0.322
O 0.157 -10.373 0.395 -0.536
C 0.160 -8.374 -0.846 -0.464
C 0.071 -7.047 -0.832 -0.151
H -0.331 -6.523 2.604 0.420
H -0.164 -9.013 2.581 0.401
H 0.295 -8.939 -1.760 0.415
H 0.127 -6.452 -1.735 0.428
O -10.818 -1.683 -2.515 -0.554
C -9.804 -2.097 -1.996 0.292
C -9.746 -3.458 -1.404 -0.386
C -8.635 -3.914 -0.831 -0.498
C -7.406 -3.082 -0.761 0.442
O -6.397 -3.504 -0.238 -0.511
C -7.462 -1.721 -1.353 0.077
C -8.576 -1.267 -1.925 -0.473
H -10.653 -4.046 -1.467 0.410
H -8.569 -4.902 -0.392 0.424
H -6.554 -1.134 -1.291 0.364
H -8.642 -0.280 -2.364 0.452
O 5.708 6.908 -2.344 -0.492
C 5.922 7.908 -1.692 0.469
C 5.442 9.237 -2.147 -0.418
C 5.675 10.336 -1.436 -0.415
C 6.425 10.281 -0.156 0.290
O 6.637 11.281 0.493 -0.537
C 6.906 8.951 0.299 -0.507
C 6.672 7.852 -0.412 -0.007
H 4.897 9.253 -3.083 0.413
H 5.335 11.316 -1.749 0.400
H 7.451 8.934 1.234 0.419
H 7.014 6.874 -0.098 0.385

# 5
18
Properties=species:S:1:pos:R:3:mulliken_charge:R:1 method="wB97M-V/def2-TZVPD" charge=0 s2=3.764 homo_lumo_gap_ev="6.37 / 7.12" largest_force_ev_per_a=0.8 e_above_lowest_kj_mol=0.00 total_energy_ev=-47064.30907 homo_ev="-5.598 / -6.443" spin_multiplicity=4
C -2.316 -1.713 -1.000 -0.756
O -1.127 -1.202 -0.419 -0.205
C -0.461 -0.245 -1.225 -0.396
C 0.884 0.042 -0.611 -0.722
O 0.668 0.833 0.553 -0.249
C 1.778 1.360 1.139 -0.008
C 1.713 2.088 2.251 -0.692
H -3.022 -0.898 -1.219 0.312
H -2.076 -2.255 -1.926 0.284
H -1.084 0.660 -1.316 0.302
H -0.315 -0.646 -2.240 0.376
H 1.521 0.558 -1.343 0.442
H 1.431 -0.862 -0.304 0.385
H 2.730 1.041 0.703 0.278
H 0.768 2.247 2.771 0.257
H 2.637 2.437 2.709 0.251
H -2.767 -2.397 -0.270 0.239
Co -0.963 -1.045 1.746 -0.097